Record 1
A cluster of 2 separate species, C6H17NO in total at a distorted geometry. Source: the Open Molecules 2025 dataset; level of theory: ωB97M-V with the def2-TZVPD basis set.

Kohn-Sham gap = 9.43 eV
SMILES = CCCN(C)CC.O
calculated total energy = -368.737131 a.u.
E_HOMO = -0.3160 Ha
LUMO energy = 0.8 eV
maximum force = 2.1 eV Å⁻¹

ORCA input file:
```
! RIJCOSX wB97M-V def2-TZVPD def2/J DEFGRID3
* xyz 0 1
C -1.8175 1.8776 -0.4255
C -1.3024 0.4291 -0.3688
C -0.0397 0.1237 -1.1043
N 1.1870 -0.2627 -0.4014
C 1.0964 -1.5534 0.2935
C 1.7030 0.7742 0.4935
C 1.2928 0.7418 2.0127
H -2.7738 1.9096 -0.9770
H -1.1731 2.4419 -1.0991
H -1.9352 2.2947 0.5562
H -2.1502 -0.1693 -0.7807
H -1.1859 0.1711 0.6873
H 0.2760 0.9968 -1.7031
H -0.1636 -0.7603 -1.7370
H 0.2985 -1.8039 0.9971
H 1.0872 -2.3128 -0.4985
H 2.0809 -1.6778 0.7644
H 2.8014 0.6679 0.3839
H 1.4304 1.8036 0.1978
H 0.3614 1.2628 2.0426
H 2.0638 1.1567 2.6948
H 1.3452 -0.2441 2.4865
O -1.5954 -3.0129 -1.4273
H -0.7117 -2.6175 -1.5059
H -2.1756 -2.2371 -1.5816
*
```

Record 2
A cluster of 2 separate species, C6H17NO in total at a distorted geometry. Source: the Open Molecules 2025 dataset; level of theory: ωB97M-V with the def2-TZVPD basis set.

Kohn-Sham gap = 9.94 eV
SMILES = CCNCC(C)C.O
calculated total energy = -368.742122 a.u.
E_HOMO = -0.3379 Ha
LUMO energy = 0.7 eV
maximum force = 2.6 eV Å⁻¹

ORCA input file:
```
! RIJCOSX wB97M-V def2-TZVPD def2/J DEFGRID3
* xyz 0 1
C -0.0219 -1.5641 1.7594
C -0.2158 -0.0289 1.9057
N -0.9010 0.6958 0.8303
C 0.0538 1.0276 -0.2520
C -0.6383 1.6744 -1.4290
C -1.0778 0.5748 -2.4749
C 0.2019 2.7509 -2.1970
H 1.0723 -1.6503 1.8783
H -0.2523 -1.7665 0.7086
H -0.5108 -2.2812 2.4124
H -0.7848 0.1726 2.8350
H 0.7617 0.3738 2.1801
H -1.4632 -0.0519 0.4153
H 0.8734 1.6306 0.1629
H 0.6299 0.1262 -0.5581
H -1.5843 2.1654 -1.1099
H -1.0961 0.8241 -3.5540
H -0.1699 -0.0402 -2.3747
H -2.0698 0.1482 -2.3035
H -0.2393 2.7303 -3.1883
H 1.2364 2.4173 -2.2334
H 0.1029 3.7091 -1.7157
O 2.3576 -4.8032 2.8432
H 1.5352 -4.9447 2.3544
H 2.2001 -3.8899 3.1049
*
```

Record 3
A cluster of 2 separate species, C6H17NO in total at a distorted geometry. Source: the Open Molecules 2025 dataset; level of theory: ωB97M-V with the def2-TZVPD basis set.

Kohn-Sham gap = 9.53 eV
SMILES = CCN(CC)CC.O
calculated total energy = -368.679369 a.u.
E_HOMO = -0.3163 Ha
LUMO energy = 0.9 eV
maximum force = 4.8 eV Å⁻¹

ORCA input file:
```
! RIJCOSX wB97M-V def2-TZVPD def2/J DEFGRID3
* xyz 0 1
C 0.6851 0.0877 2.1774
C -0.2468 -0.7072 1.3625
N -0.1107 -0.5302 -0.1010
C 1.2497 -0.2920 -0.5466
C 1.6069 1.1824 -0.8543
C -0.7293 -1.5602 -0.8154
C -1.5612 -0.7731 -1.9932
H 1.7216 -0.4651 2.4885
H 0.3010 0.5707 3.1217
H 1.0665 0.9547 1.7079
H -0.2994 -1.6272 1.8616
H -1.2367 -0.2967 1.4427
H 1.4626 -0.8966 -1.5992
H 2.2040 -0.6499 0.0630
H 1.0939 1.7083 -1.7252
H 2.6110 1.2683 -1.3220
H 1.4126 1.6895 -0.0075
H -1.4992 -2.1183 -0.3101
H 0.0075 -2.2519 -1.1969
H -0.8510 -0.3283 -2.7382
H -2.4174 -0.1819 -1.5890
H -2.0258 -1.4376 -2.7091
O -1.7192 2.3865 0.9501
H -1.0762 2.7615 1.6087
H -1.6496 1.5068 0.7238
*
```

Calculated energy above the lowest of the compared OMol25 structures with the same formula, charge and spin (eV), listed in the same order as above: 1.734, 1.598, 3.306